No. 1
{
  "formula": "C43H63BrN3O3PPbSSiTe",
  "method": "the ωB97M-V functional and the def2-TZVPD basis",
  "species": ["Pb", "C", "O", "C", "C", "C", "C", "C", "C", "O", "C", "O", "C", "H", "H", "H", "H", "H", "H", "H", "H", "H", "N", "C", "C", "C", "C", "C", "C", "N", "C", "C", "C", "S", "C", "N", "H", "H", "H", "H", "H", "H", "H", "Te", "C", "C", "C", "C", "C", "C", "H", "H", "H", "H", "H", "C", "C", "C", "C", "Si", "Br", "C", "C", "C", "C", "C", "C", "C", "C", "H", "H", "H", "H", "H", "H", "H", "H", "H", "H", "H", "H", "H", "H", "H", "H", "H", "H", "H", "H", "H", "H", "H", "H", "H", "H", "H", "C", "C", "P", "C", "C", "C", "C", "H", "H", "H", "H", "H", "H", "H", "H", "H", "H", "H", "H", "H", "H", "H"],
  "positions_angstrom": [[1.967, -0.409, 0.361], [1.976, -2.266, 7.198], [1.655, -0.891, 7.260], [1.406, -0.258, 6.087], [1.225, 1.133, 6.175], [1.005, 1.847, 5.029], [0.977, 1.243, 3.759], [0.839, 2.072, 2.572], [-0.043, 3.305, 2.650], [1.402, 1.851, 1.499], [1.116, -0.174, 3.666], [0.991, -0.833, 2.558], [1.324, -0.891, 4.869], [2.255, -2.558, 8.207], [2.820, -2.445, 6.526], [1.120, -2.862, 6.869], [1.286, 1.608, 7.145], [0.913, 2.923, 5.109], [-0.652, 3.329, 3.549], [-0.691, 3.297, 1.773], [0.575, 4.203, 2.593], [1.445, -1.963, 4.776], [2.760, -3.650, -3.078], [2.934, -4.562, -2.062], [3.152, -5.934, -2.058], [3.230, -6.543, -0.821], [3.092, -5.811, 0.367], [2.891, -4.447, 0.356], [2.822, -3.812, -0.881], [2.586, -2.486, -1.193], [2.566, -2.424, -2.509], [2.332, -1.233, -3.317], [1.813, -1.217, -4.581], [1.656, 0.390, -5.140], [2.315, 0.942, -3.637], [2.614, 0.006, -2.806], [2.813, -3.845, -4.062], [3.259, -6.497, -2.977], [3.386, -7.612, -0.766], [3.150, -6.335, 1.312], [2.785, -3.873, 1.265], [1.499, -2.051, -5.188], [2.455, 1.995, -3.441], [4.441, -0.466, 1.807], [4.968, -2.505, 2.119], [4.447, -3.220, 3.193], [4.861, -4.520, 3.449], [5.808, -5.124, 2.633], [6.325, -4.423, 1.552], [5.912, -3.121, 1.303], [3.702, -2.756, 3.831], [4.451, -5.061, 4.294], [6.136, -6.136, 2.836], [7.056, -4.887, 0.901], [6.334, -2.575, 0.468], [-3.733, 2.837, 0.200], [-4.055, 3.110, -1.278], [-4.693, 1.831, -1.838], [-5.088, 4.244, -1.360], [-2.466, 3.563, -2.272], [-0.922, 2.040, -1.586], [-1.725, 5.289, -1.811], [-1.866, 5.588, -0.311], [-0.217, 5.350, -2.107], [-2.438, 6.400, -2.598], [-2.589, 3.232, -4.175], [-3.826, 3.931, -4.759], [-1.335, 3.765, -4.882], [-2.675, 1.734, -4.509], [-4.657, 2.578, 0.725], [-3.302, 3.702, 0.702], [-3.043, 2.000, 0.309], [-5.523, 1.528, -1.192], [-3.975, 1.008, -1.866], [-5.100, 1.983, -2.839], [-6.002, 3.947, -0.836], [-5.359, 4.474, -2.393], [-4.728, 5.159, -0.887], [-1.395, 4.812, 0.294], [-2.903, 5.703, 0.006], [-1.353, 6.529, -0.092], [0.326, 4.640, -1.483], [0.152, 6.354, -1.874], [0.024, 5.146, -3.149], [-3.516, 6.399, -2.423], [-2.268, 6.308, -3.672], [-2.052, 7.377, -2.291], [-3.824, 5.004, -4.555], [-4.749, 3.511, -4.356], [-3.852, 3.799, -5.845], [-1.250, 4.849, -4.809], [-1.373, 3.508, -5.945], [-0.432, 3.313, -4.465], [-3.559, 1.260, -4.085], [-1.794, 1.198, -4.156], [-2.727, 1.617, -5.596], [-2.184, -0.994, 2.430], [-1.811, -1.349, 0.993], [-0.235, -2.310, 0.735], [-0.767, -3.161, -0.845], [-0.987, -2.118, -1.948], [-0.370, -3.688, 1.962], [-1.655, -4.515, 1.952], [-3.169, -0.523, 2.444], [-1.468, -0.301, 2.866], [-2.222, -1.879, 3.064], [-1.691, -0.428, 0.412], [-2.613, -1.930, 0.530], [-1.672, -3.758, -0.708], [0.037, -3.846, -1.131], [-1.940, -1.605, -1.813], [-0.983, -2.576, -2.939], [-0.205, -1.355, -1.921], [-0.214, -3.207, 2.928], [0.484, -4.345, 1.784], [-2.543, -3.885, 2.005], [-1.666, -5.189, 2.810], [-1.721, -5.125, 1.051]],
  "spin_multiplicity": 1,
  "energy_ha": -6130.34755,
  "e_lumo_ev": 0.01,
  "gap_ev": 6.5
}

=====

No. 2
{
  "formula": "C3H4N5",
  "method": "the ωB97M-V functional and the def2-TZVPD basis",
  "species": ["C", "C", "C", "N", "N", "N", "N", "N", "H", "H", "H", "H"],
  "positions_angstrom": [[0.220, -0.051, 0.946], [-0.693, 0.126, -2.072], [0.677, 0.679, -0.282], [0.192, 0.481, 2.171], [-0.168, -1.330, 0.953], [-0.226, -0.513, 2.944], [-0.439, -1.577, 2.228], [-0.450, 0.911, -1.129], [-1.588, 0.283, -2.661], [-0.065, -0.731, -2.349], [1.081, 1.646, 0.028], [1.457, 0.075, -0.779]],
  "spin_multiplicity": 3,
  "energy_ha": -390.34447,
  "charge": -1,
  "relative_energy_ev": 0.0671,
  "e_lumo_ev": [4.19, 1.03],
  "gap_ev": [6.1, 5.9]
}

=====

No. 3
{
  "formula": "CH6N2O2",
  "method": "the ωB97M-V functional and the def2-TZVPD basis",
  "species": ["C", "N", "N", "O", "O", "H", "H", "H", "H", "H", "H"],
  "positions_angstrom": [[0.915, 0.069, 0.359], [-1.680, 0.121, 0.182], [-0.411, 0.035, -0.490], [1.450, -1.125, 0.044], [1.567, 1.192, -0.076], [0.636, 0.336, 1.415], [-1.608, -0.513, 1.061], [-1.739, 1.099, 0.610], [-0.533, -0.811, -1.008], [2.399, -1.228, 0.467], [1.506, 1.017, -0.980]],
  "spin_multiplicity": 1,
  "energy_ha": -301.62066,
  "relative_energy_ev": 3.3591,
  "smiles": "NNC(O)O",
  "e_lumo_ev": 0.62,
  "gap_ev": 9.9
}